Below is a single C6H12O molecule, with properties calculated with the ωB97M-V functional and the def2-TZVPD basis.

**HOMO-LUMO gap**: 11.007 eV
**Energy relative to the best compared isomer or geometry (same formula, charge and spin)**: 30.9 kcal/mol
**LUMO energy**: 1.1 eV
**SMILES**: CC(C)[C@H]1O[C@H]1C

```
19
Properties=species:S:1:pos:R:3:forces:R:3
C -1.948 -1.113 -0.500 0.0 0.0 0.0
C -0.820 -0.082 -0.303 0.1 0.0 0.0
C -1.405 1.169 0.350 0.0 0.1 0.1
C 0.350 -0.729 0.436 -0.2 0.1 0.2
O 1.211 -1.465 -0.436 0.1 -0.2 -0.1
C 1.793 -0.442 0.361 0.1 0.2 0.2
C 2.430 0.811 -0.178 -0.1 0.0 -0.1
H -2.736 -0.689 -1.136 0.2 -0.1 0.1
H -1.600 -2.037 -0.973 0.1 0.2 0.1
H -2.418 -1.376 0.457 0.2 0.1 -0.1
H -0.443 0.184 -1.299 0.0 0.0 0.1
H -1.799 0.956 1.351 0.1 0.0 -0.1
H -2.245 1.531 -0.257 0.2 0.0 0.1
H -0.674 1.980 0.428 -0.1 -0.1 0.0
H 0.094 -1.221 1.378 -0.3 -0.3 -0.3
H 2.393 -0.898 1.156 -0.2 0.2 0.0
H 1.721 1.463 -0.695 0.1 -0.1 -0.1
H 3.282 0.606 -0.834 -0.2 -0.1 0.1
H 2.815 1.354 0.695 -0.1 0.0 -0.2
```
Positions in Å, forces in eV/Å.

Results of the Mulliken charge analysis, in e, for atoms 1 through 2:
1 C -1.597
2 C 0.699